8
Properties=species:S:1:pos:R:3:forces:R:3 method="wB97M-V/def2-TZVPD" spin_multiplicity=3 e_homo_ev="-8.10 / -9.48" orbital_gap_ev="8.4959 / 7.0554" s_squared=2.03 charge=0 e_above_lowest_ev=0.611 lumo_ha="0.014 / -0.089"
I -2.62499 0.78326 -0.80589 -1.43 1.01 0.55
S -0.47474 -1.48773 1.57472 1.07 1.64 0.44
C -0.75665 0.21092 -1.16507 0.40 -1.92 -0.79
C 1.35370 1.62868 -0.60387 -0.97 -0.71 -0.84
C 0.38028 0.93089 -0.91894 1.01 0.77 0.45
H -0.91125 -0.84207 -1.52874 1.46 1.27 0.31
H 2.20727 2.28798 -0.63930 -0.41 -0.35 0.21
H 0.31808 -0.29879 1.77612 -1.12 -1.71 -0.33